C5H10N4 | ωB97M-V/def2-TZVPD

```
! RIJCOSX wB97M-V def2-TZVPD def2/J DEFGRID3
* xyz 0 1
C -2.0130 -1.3125 -0.1050
N -0.5554 -1.2909 0.0679
C 0.1312 -0.2561 0.0491
C 1.6150 -0.3505 0.3260
N 2.1558 -1.4443 -0.3799
C 1.9882 1.0242 -0.0437
N 1.0389 1.8581 -0.2139
N -0.1029 1.1411 -0.0518
C -1.3370 1.7759 -0.0746
H -2.3777 -1.0339 -1.1003
H -2.3898 -2.3647 0.0505
H -2.5072 -0.6567 0.7092
H 1.7084 -0.3853 1.4348
H 3.1110 -1.6634 -0.1462
H 1.5069 -2.2065 -0.3149
H 3.0340 1.2970 -0.0604
H -1.6459 2.1263 0.9543
H -1.3005 2.6917 -0.6112
H -2.0601 1.0504 -0.4899
*
```

The value obtained for the HOMO energy is -0.302 Ha. The orbital gap is 9.15 eV. The largest force on an atom is 0.049 Eh/bohr.

C5H10N4O2 | ωB97M-V/def2-TZVPD

```
! RIJCOSX wB97M-V def2-TZVPD def2/J DEFGRID3
* xyz 2 1
C -2.7700 0.5233 0.2789
N -1.4335 0.4235 0.5384
O -1.1492 -0.7840 1.2462
C 0.0470 -1.2300 1.1109
O 0.4987 -2.2013 1.5242
N 0.8185 -0.2321 0.1088
C 1.7851 0.5894 0.9602
C 1.4955 -0.9259 -0.8958
C -0.3220 0.4777 -0.4281
N -0.8971 -0.2191 -1.5570
N -1.8718 -0.6242 -1.9824
H -3.2101 -0.1942 -0.4465
H -3.3528 0.3970 1.1775
H -3.0053 1.4822 -0.1597
H 2.3908 1.1556 0.3111
H 1.3044 1.2228 1.6395
H 2.3329 -0.1800 1.5356
H 2.1128 -1.8192 -0.6408
H 0.8217 -1.3017 -1.5700
H 2.3211 -0.2772 -1.4881
H -0.0300 1.4932 -0.7986
*
```

The value obtained for the HOMO energy (spin up / spin down) is -0.729 / -0.729 Ha. The orbital gap (spin up / spin down) is 8.84 / 8.84 eV. The largest force on an atom is 0.129 Eh/bohr.

C5H10N4O2S2Sn | ωB97M-V/def2-TZVPD

```
! RIJCOSX wB97M-V def2-TZVPD def2/J DEFGRID3
* xyz 2 1
Sn 0.3638 -0.5834 -1.1673
N 2.6989 -0.4063 -0.8153
C 3.3186 0.0539 0.4333
C 3.0278 -0.8243 1.6247
C 1.4519 -0.5342 2.0128
O 1.3141 -0.0182 3.0898
O 0.7437 -0.8684 1.0464
H 3.0605 -1.3199 -1.0729
H 2.9419 0.2289 -1.5684
H 2.9976 1.0809 0.6237
H 4.4143 0.0970 0.3557
H 3.6395 -0.5910 2.4893
H 3.0276 -1.8920 1.4058
S 0.5612 4.4044 -0.6108
C 0.7015 2.8272 -0.8383
N 0.8317 1.6725 -0.9949
N -4.6696 0.4186 0.0219
C -3.9845 -0.4249 -0.7293
N -4.6011 -1.2110 -1.5915
S -2.2651 -0.5140 -0.5408
H -5.6757 0.4807 -0.0363
H -4.2059 0.9843 0.7103
H -5.6048 -1.1911 -1.6973
H -4.0880 -1.8697 -2.1506
*
```

The value obtained for the HOMO energy (spin up / spin down) is -0.553 / -0.553 Ha. The orbital gap (spin up / spin down) is 4.47 / 4.74 eV. The largest force on an atom is 0.019 Eh/bohr.

C5H10N4O3S | ωB97M-V/def2-TZVPD

```
! RIJCOSX wB97M-V def2-TZVPD def2/J DEFGRID3
* xyz 0 1
C 2.7267 -0.8312 -0.1546
N 1.5314 0.0728 -0.1786
N 1.5611 0.9200 -1.1906
C 0.8104 1.9407 -1.1622
C 0.0302 2.1657 0.0534
N 0.1305 1.3547 1.0945
C 0.5134 0.0416 0.7821
N 1.0350 -0.6767 1.9103
O -0.5849 -0.7365 0.1267
S -2.0211 -0.0646 0.0099
C -2.8237 -1.4240 -0.9026
O -1.9969 1.0202 -0.9078
O -2.5485 0.2417 1.2826
H 2.9997 -1.0922 -1.2236
H 3.4491 -0.2930 0.2370
H 2.5331 -1.7847 0.3308
H 0.8171 2.5807 -1.9319
H -0.4570 3.2029 0.1733
H 0.8208 -0.1587 2.7038
H 0.5580 -1.6095 2.1802
H -2.9396 -2.2935 -0.3404
H -3.9203 -1.2305 -1.2026
H -2.2244 -1.3461 -1.6897
*
```

The value obtained for the HOMO energy is -0.330 Ha. The orbital gap is 9.39 eV. The largest force on an atom is 0.112 Eh/bohr.